Here is the ion C2H8NS with charge +1 at a distorted geometry from the Open Molecules 2025 dataset. Energies are from ωB97M-V/def2-TZVPD.

Its electronic energy is -533.652054 a.u. For the energy above the lowest of the compared OMol25 structures with the same formula, charge and spin, the calculation gives 17.56 kcal/mol. The lowest unoccupied orbital energy is -3.977 eV. Its structure (SMILES) is [NH3+]CCS. As for the net charge: +1.

Last column: Mulliken charge in e.
CARTESIAN COORDINATES (ANGSTROEM)
C1 -0.029 1.087 0.542  -0.25
C2 -0.013 -0.106 -0.435  -0.87
S1 0.039 -1.797 0.354  -0.14
N1 0.028 2.266 -0.472  -0.38
H1 0.987 1.088 0.995  0.33
H2 -0.881 1.142 1.232  0.32
H3 0.757 0.031 -1.210  0.40
H4 -1.052 -0.124 -0.859  0.35
H5 -1.031 -2.233 -0.303  0.18
H6 -0.033 3.246 -0.171  0.33
H7 -0.445 1.942 -1.323  0.36
H8 1.014 2.165 -0.750  0.37


Here is a cluster of 2 separate species, C2H8NS2 in total at a distorted geometry from the Open Molecules 2025 dataset. Energies are from ωB97M-V/def2-TZVPD.

Its electronic energy is -931.681645 a.u. For the energy above the lowest of the compared OMol25 structures with the same formula, charge and spin, the calculation gives 119.62 kcal/mol. The lowest unoccupied orbital energy (spin up / spin down) is -6.904 / -4.605 eV. As for the net charge: +1.

Last column: Mulliken charge in e.
CARTESIAN COORDINATES (ANGSTROEM)
C1 0.377 -1.250 0.796  -0.75
C2 0.429 0.684 -1.989  -0.71
N1 -0.234 0.094 0.663  0.06
S1 0.644 1.466 1.250  0.05
S2 -1.937 0.257 0.607  0.09
H1 1.326 -1.202 0.180  0.30
H2 0.659 -1.412 1.890  0.30
H3 -0.351 -1.910 0.387  0.37
H4 -0.400 1.409 -2.003  0.34
H5 1.321 0.804 -1.213  0.22
H6 0.660 -0.178 -2.687  0.33
H7 -0.310 2.350 1.475  0.20
H8 -2.183 -1.111 0.644  0.21


Here is a cluster of 2 separate species, C2H8NS2 in total at a distorted geometry from the Open Molecules 2025 dataset. Energies are from ωB97M-V/def2-TZVPD.

Its electronic energy is -931.835684 a.u. For the energy above the lowest of the compared OMol25 structures with the same formula, charge and spin, the calculation gives 22.96 kcal/mol. The lowest unoccupied orbital energy is -4.680 eV. As for the net charge: +1.

Last column: Mulliken charge in e.
CARTESIAN COORDINATES (ANGSTROEM)
C1 1.313 0.216 -0.819  -1.12
C2 0.680 -0.346 0.448  0.65
N1 0.457 0.390 1.489  -0.34
S1 0.478 -2.087 0.491  -0.08
S2 -2.495 0.571 -0.057  -0.28
H1 1.299 -0.605 -1.411  0.37
H2 0.863 1.122 -1.039  0.32
H3 2.387 0.326 -0.752  0.39
H4 0.083 0.061 2.416  0.26
H5 -3.196 1.492 -0.662  0.18
H6 0.420 1.457 1.567  0.31
H7 0.659 -2.363 -0.800  0.20
H8 -2.948 -0.233 -0.871  0.14


Here is a structure of composition C2H8NSe at a distorted geometry from the Open Molecules 2025 dataset. Energies are from ωB97M-V/def2-TZVPD.

Its electronic energy is -2536.846934 a.u. For the energy above the lowest of the compared OMol25 structures with the same formula, charge and spin, the calculation gives 29.39 kcal/mol. The lowest unoccupied orbital energy is -3.905 eV. As for the net charge: +1.

Last column: Mulliken charge in e.
CARTESIAN COORDINATES (ANGSTROEM)
C1 -0.921 0.212 0.711  -1.30
C2 -0.181 -0.530 -0.361  -0.39
N1 0.808 0.449 -0.906  -0.33
Se1 0.773 -2.273 0.162  0.09
H1 -0.175 0.515 1.373  0.48
H2 -1.517 -0.413 1.277  0.36
H3 -1.443 1.076 0.312  0.39
H4 -0.968 -1.109 -1.357  0.41
H5 1.551 0.178 -1.648  0.41
H6 1.548 0.723 -0.142  0.44
H7 0.400 1.283 -1.165  0.32
H8 0.967 -1.732 1.375  0.14